Below is C40H41GaN3O2P2S as an isolated structure in a non-equilibrium geometry, with properties calculated with wB97M-V/def2-TZVPD.

* electronic energy: -4868.48743 Eh
* E_LUMO: -0.3297 hartree
* ΔE to the lowest compared entry with this formula, charge and spin: 0.0 kcal per mole
* charge: +3
* gap between HOMO and LUMO: 5.5739 eV

Each line ends with the Löwdin charge.
Positions of all 90 atoms, in Å:
Ga  1.018  0.531  -0.460  0.5967
O  0.422  0.183  -7.104  -0.0275
C  0.950  -0.942  -6.457  -0.1869
C  0.995  -0.662  -4.986  -0.1078
C  1.226  -1.679  -4.061  0.0481
C  1.262  -1.375  -2.723  -0.0554
N  1.088  -0.119  -2.282  0.0223
C  0.895  0.894  -3.164  -0.1431
C  0.832  0.643  -4.515  0.1018
C  0.842  2.260  -2.577  -0.1484
C  0.632  3.398  -3.323  0.1015
C  0.662  4.646  -2.698  -0.1104
C  0.467  5.894  -3.506  -0.1866
O  -0.172  5.540  -4.703  -0.0282
C  0.896  4.695  -1.325  0.0490
C  1.080  3.523  -0.630  -0.0495
N  1.052  2.331  -1.244  0.0185
H  0.458  0.068  -8.060  0.1223
H  1.976  -1.164  -6.779  0.1565
H  0.353  -1.846  -6.625  0.1471
H  1.369  -2.704  -4.378  0.1460
H  1.411  -2.136  -1.970  0.1228
H  0.668  1.434  -5.230  0.1327
H  0.436  3.353  -4.383  0.1337
H  1.463  6.322  -3.683  0.1561
H  -0.103  6.620  -2.917  0.1453
H  -0.302  6.319  -5.254  0.1214
H  0.931  5.639  -0.797  0.1437
H  1.248  3.509  0.442  0.1227
C  -1.294  -5.711  1.692  -0.4120
S  -0.686  -5.289  3.332  0.8613
C  -0.238  -3.563  3.057  -0.5329
C  -1.428  -2.614  2.984  -0.2395
C  -1.059  -1.141  3.028  -0.1943
N  -0.392  -0.583  1.808  -0.3928
P  -1.178  0.085  0.442  0.9833
C  -2.640  0.946  0.946  -0.3609
C  -2.594  2.318  1.216  -0.0856
C  -3.735  2.961  1.660  -0.0436
C  -4.913  2.240  1.832  -0.0206
C  -4.961  0.878  1.557  -0.0299
C  -3.827  0.224  1.107  -0.0680
C  -1.626  -1.250  -0.685  -0.3768
C  -1.182  -2.559  -0.516  -0.0935
C  -1.457  -3.511  -1.491  -0.0500
C  -2.158  -3.157  -2.636  -0.0394
C  -2.583  -1.845  -2.814  -0.0436
C  -2.318  -0.891  -1.844  -0.0875
P  1.207  -0.150  1.769  0.9031
C  2.356  -1.380  2.312  -0.3627
C  2.805  -2.344  1.404  -0.1005
C  3.639  -3.358  1.833  -0.0361
C  4.024  -3.413  3.171  -0.0102
C  3.590  -2.452  4.075  -0.0269
C  2.759  -1.428  3.647  -0.0648
C  1.477  1.389  2.621  -0.3802
C  2.724  2.016  2.503  -0.0929
C  2.942  3.216  3.156  -0.0424
C  1.928  3.784  3.926  -0.0273
C  0.695  3.160  4.046  -0.0358
C  0.461  1.957  3.390  -0.0691
H  -1.540  -6.771  1.712  0.0439
H  -0.515  -5.559  0.942  0.0280
H  -2.196  -5.160  1.424  0.0341
H  0.387  -3.505  2.161  0.0478
H  0.408  -3.285  3.894  0.0738
H  -2.077  -2.800  3.843  0.1277
H  -2.044  -2.817  2.105  0.0952
H  -0.394  -0.942  3.874  0.1228
H  -1.956  -0.537  3.189  0.1163
H  -1.671  2.871  1.078  0.0964
H  -3.716  4.022  1.868  0.1211
H  -5.804  2.747  2.178  0.1276
H  -5.885  0.332  1.689  0.1264
H  -3.862  -0.835  0.876  0.1181
H  -0.642  -2.848  0.376  0.0768
H  -1.141  -4.536  -1.344  0.1145
H  -2.389  -3.906  -3.382  0.1240
H  -3.144  -1.571  -3.699  0.1229
H  -2.677  0.125  -1.982  0.1208
H  2.493  -2.307  0.363  0.0889
H  3.994  -4.105  1.136  0.1237
H  4.676  -4.209  3.506  0.1296
H  3.903  -2.498  5.109  0.1281
H  2.434  -0.667  4.348  0.1214
H  3.527  1.560  1.933  0.1220
H  3.906  3.703  3.083  0.1251
H  2.110  4.716  4.446  0.1268
H  -0.080  3.601  4.658  0.1246
H  -0.501  1.468  3.484  0.0993


Below is a 2-piece molecular cluster, C2H6FPS overall, with properties calculated with wB97M-V/def2-TZVPD.

* electronic energy: -919.15365 Eh
* E_LUMO (alpha / beta): -0.0097 / -0.0251 hartree
* ΔE to the lowest compared entry with this formula, charge and spin: 58.5 kcal per mole
* charge: 0
* gap between HOMO and LUMO (alpha / beta): 7.6336 / 7.2003 eV

Each line ends with the natural charge from an NBO analysis.
Positions of all 11 atoms, in Å:
C  3.134  0.985  -0.127  -0.8463
C  -3.139  -1.681  0.075  -0.6796
F  -0.848  0.057  0.354  -0.5904
P  -2.022  1.169  0.016  0.6094
S  -3.635  -0.112  -0.102  0.2065
H  4.169  0.981  0.187  0.2101
H  3.057  0.576  -1.127  0.2110
H  2.535  0.395  0.551  0.2149
H  2.765  2.003  -0.134  0.2100
H  -3.904  -2.436  0.062  0.2241
H  -2.111  -1.938  0.246  0.2302


Below is C2H4INS as an isolated structure in a non-equilibrium geometry, with properties calculated with wB97M-V/def2-TZVPD.

* electronic energy: -829.20899 Eh
* E_LUMO: 0.0003 hartree
* ΔE to the lowest compared entry with this formula, charge and spin: 8.7 kcal per mole
* charge: 0
* gap between HOMO and LUMO: 8.6300 eV

Each line ends with the natural charge from an NBO analysis.
Positions of all 9 atoms, in Å:
C  0.070  0.417  -1.224  -0.1282
C  0.238  -0.351  1.131  -0.4243
N  -0.475  -0.109  -0.003  -0.5888
S  1.664  0.389  -1.620  -0.0493
I  -1.341  0.775  -2.780  0.1650
H  -0.032  0.366  1.843  0.1935
H  -0.042  -1.321  1.519  0.2047
H  1.333  -0.186  0.989  0.2391
H  -1.415  0.020  0.146  0.3883


Below is C4H10N3 as an isolated structure in a non-equilibrium geometry, with properties calculated with wB97M-V/def2-TZVPD.

* electronic energy: -322.31817 Eh
* E_LUMO: -0.1312 hartree
* ΔE to the lowest compared entry with this formula, charge and spin: 89.4 kcal per mole
* charge: +1
* gap between HOMO and LUMO: 10.6078 eV

Each line ends with the natural charge from an NBO analysis.
Positions of all 17 atoms, in Å:
C  -1.520  -0.651  -2.295  -0.0632
C  -0.218  0.226  -0.117  0.6768
C  2.258  0.335  -0.719  -0.3956
C  -0.734  0.244  2.189  -0.4527
N  -1.041  0.401  -1.846  -0.3186
N  1.016  -0.028  0.084  -0.5659
N  -1.136  0.351  0.823  -0.5456
H  -1.816  -0.631  -3.272  0.2167
H  -1.488  -1.674  -1.854  0.1893
H  2.015  0.948  -1.579  0.2579
H  2.861  0.622  0.109  0.2321
H  2.693  -0.687  -0.941  0.2329
H  -1.623  0.198  2.826  0.2559
H  -0.188  1.096  2.562  0.2354
H  -0.165  -0.743  2.283  0.1948
H  1.156  -0.253  1.088  0.4202
H  -2.071  0.247  0.659  0.4298


Below is C48H51FeNOP3 as an isolated structure in a non-equilibrium geometry, with properties calculated with wB97M-V/def2-TZVPD.

* electronic energy: -4277.27755 Eh
* E_LUMO (alpha / beta): -0.0762 / -0.1207 hartree
* ΔE to the lowest compared entry with this formula, charge and spin: 12.3 kcal per mole
* charge: +1
* 2S+1: 5
* gap between HOMO and LUMO (alpha / beta): 6.4595 / 5.2338 eV

Each line ends with the Mulliken spin population.
Positions of all 105 atoms, in Å:
Fe  -0.468  -0.312  -0.477  3.5380
O  1.972  0.147  1.207  -0.0473
C  1.802  0.631  2.481  -0.0220
C  2.821  1.248  3.191  0.0027
C  2.595  1.610  4.506  -0.0006
C  1.369  1.358  5.102  0.0010
C  0.336  0.808  4.368  -0.0038
C  0.534  0.474  3.033  -0.0087
P  -0.758  -0.306  1.983  0.1143
C  -2.232  0.660  2.498  0.0300
C  -2.150  1.960  2.994  0.0028
C  -3.300  2.660  3.321  0.0004
C  -4.544  2.072  3.165  0.0012
C  -4.639  0.782  2.664  -0.0003
C  -3.491  0.090  2.313  0.0129
C  -0.808  -1.781  3.086  -0.0247
C  -1.859  -2.108  3.929  0.0020
C  -1.758  -3.199  4.774  -0.0008
C  -0.602  -3.958  4.796  0.0018
C  0.456  -3.631  3.962  0.0037
C  0.355  -2.551  3.109  0.0087
C  3.025  -0.683  0.904  0.0267
C  3.925  -1.251  1.788  0.0084
C  4.922  -2.073  1.281  0.0028
C  5.004  -2.340  -0.073  -0.0003
C  4.069  -1.810  -0.948  -0.0018
C  3.074  -0.978  -0.462  -0.0596
P  1.744  -0.110  -1.383  0.0695
C  2.129  -0.739  -3.050  0.0231
C  2.609  0.009  -4.118  -0.0021
C  2.842  -0.610  -5.337  0.0000
C  2.584  -1.961  -5.499  0.0018
C  2.079  -2.706  -4.443  0.0002
C  1.848  -2.095  -3.227  0.0262
C  2.505  1.548  -1.245  -0.0210
C  1.789  2.530  -0.567  0.0204
C  2.349  3.772  -0.333  0.0075
C  3.643  4.030  -0.758  0.0004
C  4.370  3.048  -1.413  0.0005
C  3.809  1.806  -1.652  -0.0034
H  3.773  1.416  2.710  0.0000
H  3.389  2.068  5.072  0.0001
H  1.212  1.597  6.141  -0.0001
H  -0.616  0.610  4.838  0.0000
H  -1.185  2.432  3.127  -0.0006
H  -3.221  3.665  3.709  -0.0001
H  -5.439  2.616  3.429  0.0001
H  -5.605  0.315  2.542  -0.0001
H  -3.567  -0.897  1.875  -0.0007
H  -2.752  -1.503  3.943  0.0002
H  -2.585  -3.449  5.422  0.0001
H  -0.517  -4.793  5.472  0.0001
H  1.355  -4.228  3.985  0.0002
H  1.191  -2.290  2.468  -0.0071
H  3.868  -1.067  2.850  0.0000
H  5.640  -2.505  1.959  0.0001
H  5.796  -2.965  -0.455  0.0000
H  4.119  -2.049  -2.000  0.0004
H  2.805  1.068  -4.006  0.0003
H  3.216  -0.027  -6.166  -0.0002
H  2.773  -2.434  -6.451  0.0000
H  1.854  -3.755  -4.571  0.0001
H  1.441  -2.664  -2.398  0.0027
H  0.791  2.294  -0.204  0.0473
H  1.789  4.536  0.189  0.0003
H  4.091  4.994  -0.570  -0.0001
H  5.383  3.250  -1.725  -0.0001
H  4.389  1.038  -2.141  0.0003
C  -1.134  -3.569  0.304  0.0275
C  -1.498  -3.262  -1.097  0.0655
C  -2.107  -4.125  -2.026  0.0137
C  -2.145  -3.437  -3.221  0.0143
C  -1.563  -2.176  -2.977  0.0363
C  -1.328  -1.116  -3.985  0.0304
N  -1.196  -2.068  -1.673  -0.0953
H  -0.953  -4.633  0.437  -0.0016
H  -1.929  -3.277  0.992  -0.0097
H  -0.232  -3.016  0.575  0.0446
H  -2.449  -5.122  -1.831  0.0007
H  -2.526  -3.778  -4.162  0.0004
H  -1.091  -1.560  -4.950  -0.0003
H  -0.515  -0.462  -3.675  -0.0033
H  -2.230  -0.517  -4.127  0.0026
C  -2.987  4.158  -0.292  0.0015
C  -1.762  3.252  -0.212  0.0065
P  -1.853  1.603  -1.083  0.0768
C  -3.656  1.202  -0.878  -0.0179
C  -3.977  -0.211  -1.348  0.0185
C  -1.876  2.209  -2.836  -0.0009
C  -0.486  2.577  -3.341  -0.0132
H  -2.782  5.082  0.244  0.0001
H  -3.860  3.704  0.168  0.0001
H  -3.229  4.424  -1.319  0.0003
H  -1.522  3.050  0.837  0.0021
H  -0.907  3.776  -0.651  0.0040
H  -4.256  1.926  -1.435  -0.0007
H  -3.889  1.297  0.187  0.0023
H  -3.866  -0.310  -2.426  0.0015
H  -4.997  -0.487  -1.087  0.0013
H  -3.299  -0.930  -0.883  0.0191
H  -2.548  3.068  -2.882  0.0028
H  -2.304  1.418  -3.451  0.0029
H  -0.120  3.475  -2.846  0.0014
H  -0.496  2.754  -4.416  -0.0004
H  0.223  1.768  -3.142  0.0125


Below is C43H52BClCsF4N9O3PS as an isolated structure in a non-equilibrium geometry, with properties calculated with wB97M-V/def2-TZVPD.

* electronic energy: -4032.84098 Eh
* E_LUMO: 0.0758 hartree
* ΔE to the lowest compared entry with this formula, charge and spin: 23.3 kcal per mole
* charge: -1
* gap between HOMO and LUMO: 7.5712 eV

Each line ends with the Löwdin charge.
Positions of all 116 atoms, in Å:
Cs  -0.618  -0.412  0.937  1.1317
C  0.480  1.842  4.820  -0.0519
N  1.204  0.672  5.270  -0.1137
C  0.508  -0.223  6.171  -0.1496
C  1.407  -1.448  6.135  -0.1494
N  1.940  -1.399  4.789  -0.0827
C  2.981  -2.353  4.485  -0.0394
C  1.867  -0.099  4.307  -0.3651
N  2.231  0.427  3.207  0.1028
C  2.825  -0.380  2.157  -0.2391
C  2.600  0.345  0.821  -0.3037
N  2.554  -0.563  -0.301  0.0958
C  3.515  -1.293  -0.669  -0.3662
N  3.351  -2.246  -1.677  -0.1049
C  2.011  -2.689  -1.995  -0.0510
C  4.388  -3.242  -1.540  -0.1498
C  5.533  -2.406  -0.987  -0.1573
N  4.843  -1.394  -0.207  -0.0911
C  5.615  -0.207  0.062  -0.0668
H  0.190  2.438  5.687  0.0857
H  -0.417  1.573  4.251  0.0709
H  1.125  2.437  4.178  0.0838
H  -0.500  -0.462  5.800  0.1288
H  0.420  0.207  7.172  0.1160
H  0.870  -2.382  6.302  0.1220
H  2.211  -1.363  6.884  0.1198
H  2.715  -3.296  4.962  0.0930
H  3.958  -2.031  4.873  0.0926
H  3.058  -2.557  3.422  0.0659
H  2.357  -1.365  2.092  0.0817
H  3.909  -0.502  2.281  0.1051
H  3.285  1.188  0.661  0.1018
H  1.623  0.812  0.902  -0.0223
H  1.358  -1.820  -2.039  0.0747
H  1.615  -3.368  -1.234  0.0792
H  2.016  -3.175  -2.973  0.0814
H  4.632  -3.695  -2.504  0.1165
H  4.098  -4.036  -0.837  0.1276
H  6.108  -1.951  -1.809  0.1165
H  6.218  -2.981  -0.360  0.1176
H  6.600  -0.506  0.427  0.0868
H  5.155  0.408  0.830  0.0598
H  5.760  0.409  -0.839  0.0936
Cl  -3.554  -1.843  1.022  0.6627
C  -4.199  -2.882  -0.242  -0.6182
C  -5.334  -3.603  0.116  -0.1125
C  -5.944  -4.429  -0.809  -0.0867
C  -5.425  -4.524  -2.091  -0.0858
C  -4.301  -3.798  -2.433  -0.0712
C  -3.651  -2.958  -1.520  -0.3718
P  -2.130  -2.059  -1.981  1.0694
C  -1.624  -2.938  -3.491  -0.3889
C  -0.861  -4.086  -3.263  -0.1042
C  -0.439  -4.871  -4.325  -0.0821
C  -0.757  -4.506  -5.627  -0.0967
C  -1.504  -3.361  -5.860  -0.0903
C  -1.942  -2.585  -4.798  -0.0930
C  -2.793  -0.471  -2.603  -0.3701
C  -4.044  0.005  -2.221  -0.0742
C  -4.463  1.271  -2.606  -0.0742
C  -3.648  2.070  -3.389  -0.0894
C  -2.397  1.604  -3.771  -0.0933
C  -1.968  0.353  -3.367  -0.1353
H  -5.712  -3.501  1.123  0.0995
H  -6.822  -4.994  -0.525  0.1010
H  -5.894  -5.165  -2.827  0.1000
H  -3.901  -3.885  -3.434  0.0993
H  -0.589  -4.355  -2.247  0.1024
H  0.150  -5.757  -4.130  0.1037
H  -0.417  -5.114  -6.456  0.0960
H  -1.750  -3.077  -6.875  0.0980
H  -2.536  -1.700  -4.990  0.1026
H  -4.699  -0.595  -1.604  0.0965
H  -5.427  1.634  -2.273  0.1045
H  -3.976  3.058  -3.682  0.0974
H  -1.739  2.226  -4.364  0.0948
H  -0.966  0.031  -3.628  0.1058
F  0.699  -5.232  2.081  0.1107
B  0.645  -3.935  1.582  -1.3096
F  1.958  -3.492  1.303  0.0835
F  0.063  -3.060  2.523  0.0382
F  -0.116  -3.896  0.392  0.0561
N  0.104  1.426  -1.121  0.0724
C  0.528  2.433  -1.492  -0.2601
N  1.076  3.559  -1.881  -0.0957
C  0.257  4.774  -1.951  -0.1306
C  0.840  5.698  -3.022  -0.1814
C  1.345  4.875  -4.203  -0.1952
C  2.527  3.975  -3.799  -0.1663
C  2.460  3.641  -2.304  -0.1426
H  0.203  5.243  -0.965  0.1030
H  -0.756  4.470  -2.223  0.1284
H  1.654  6.298  -2.607  0.1107
H  0.070  6.405  -3.334  0.1099
H  1.633  5.524  -5.033  0.1029
H  0.523  4.252  -4.567  0.1047
H  3.479  4.467  -4.015  0.1049
H  2.506  3.053  -4.383  0.1065
H  2.954  4.415  -1.707  0.1242
H  2.946  2.695  -2.064  0.1246
O  -0.718  4.896  1.232  0.0135
C  -1.462  4.060  1.736  -0.5334
N  -1.874  2.916  1.149  -0.0570
S  -2.816  2.072  2.126  0.5586
O  -2.105  0.877  2.576  -0.6536
O  -4.147  1.847  1.617  -0.3181
C  -2.851  3.201  3.485  -0.2279
C  -3.462  3.111  4.720  -0.0375
C  -3.218  4.141  5.618  -0.0860
C  -2.386  5.206  5.279  -0.0838
C  -1.777  5.271  4.035  -0.0099
C  -2.023  4.244  3.137  -0.1356
H  -4.097  2.273  4.974  0.1185
H  -3.674  4.117  6.600  0.0975
H  -2.211  5.989  6.007  0.0969
H  -1.121  6.083  3.756  0.1154